No. 1
{"formula": "C3H8O4", "method": "ωB97M-V with the def2-TZVPD basis set", "species": ["O", "C", "O", "C", "C", "O", "H", "H", "H", "H", "H", "H", "O", "H", "H"], "coordinates": [[2.04256, -0.01421, 1.09369], [1.25019, -0.05978, 0.19431], [0.38885, 0.94604, -0.06675], [1.08875, -1.22005, -0.75636], [0.37257, -0.91719, -2.06108], [-1.05961, -0.94754, -1.91421], [0.52456, 1.63191, 0.60488], [0.65286, -2.02808, -0.17997], [2.09101, -1.60245, -0.98319], [0.56055, -1.74417, -2.74453], [0.65604, 0.04648, -2.47192], [-1.37865, -0.11818, -1.53954], [-2.38067, 2.18621, 3.24637], [-2.92490, 1.44080, 3.52597], [-1.88408, 2.40021, 4.05234]], "forces_ev_per_a": [[0.02, 0.05, 0.14], [0.07, -0.15, -0.14], [-0.14, 0.10, -0.02], [0.85, 0.27, -0.12], [-1.42, -0.57, 0.55], [0.16, 0.05, -0.03], [0.02, -0.04, 0.01], [-0.53, -0.16, -0.09], [0.03, 0.29, 0.09], [0.25, 0.27, -0.21], [0.39, -0.04, -0.19], [0.28, -0.05, 0.04], [0.18, -0.08, 0.54], [-0.02, 0.04, -0.18], [-0.13, 0.03, -0.39]], "mulliken_charge": [-0.57, 0.46, -0.43, -0.32, -0.43, -0.53, 0.34, 0.26, 0.31, 0.32, 0.29, 0.31, -0.64, 0.32, 0.32], "smiles": "O=C(O)CCO.O", "homo_lumo_gap_ev": 10.9, "spin_multiplicity": 1, "charge": 0, "lumo_ev": 0.57, "homo_ev": -10.3}

No. 2
{"formula": "C34H54O19", "method": "ωB97M-V with the def2-TZVPD basis set", "species": ["C", "C", "O", "C", "C", "O", "C", "O", "C", "O", "O", "H", "H", "H", "H", "H", "H", "H", "H", "H", "H", "H", "H", "O", "C", "C", "C", "C", "O", "H", "H", "H", "H", "H", "H", "O", "C", "C", "C", "C", "O", "H", "H", "H", "H", "H", "H", "O", "C", "C", "C", "C", "O", "H", "H", "H", "H", "H", "H", "O", "C", "C", "C", "C", "O", "H", "H", "H", "H", "H", "H", "O", "C", "C", "C", "C", "O", "H", "H", "H", "H", "H", "H", "O", "C", "C", "C", "C", "O", "H", "H", "H", "H", "H", "H", "O", "C", "C", "C", "C", "O", "H", "H", "H", "H", "H", "H"], "coordinates": [[1.11398, -1.71935, 0.33212], [1.18512, -0.17066, -0.23652], [-0.01720, 0.55040, 0.24494], [-1.10320, 0.38720, -0.77777], [-2.39794, 1.24104, -0.17488], [-3.55725, 0.39540, 0.15709], [-3.26579, -0.54595, 1.24909], [-3.59802, -1.95137, 0.97071], [-3.88755, -2.19094, -0.45080], [-5.08438, -1.94431, -1.04901], [-2.86380, -2.80226, -1.36282], [-0.02334, -1.91460, 0.63053], [1.39313, -2.48790, -0.51093], [1.81488, -1.87561, 1.25623], [1.15551, -0.13029, -1.42898], [2.16403, 0.35852, 0.13627], [-0.74845, 0.88120, -1.78628], [-1.31231, -0.76059, -0.87664], [-2.02675, 1.92962, 0.70891], [-2.73230, 1.96433, -1.06087], [-2.15049, -0.46837, 1.66539], [-3.95391, -0.21497, 2.16618], [-2.92768, -2.36522, -2.28043], [-2.05815, 1.38562, 3.11540], [-2.02151, 0.92058, 4.24259], [-2.26770, 1.68652, 5.50706], [-1.71860, 0.75201, 6.55519], [-1.92583, -0.60285, 5.93041], [-1.78910, -0.39477, 4.52550], [-3.34327, 1.84424, 5.62575], [-1.73446, 2.63996, 5.50069], [-2.20249, 0.85508, 7.53006], [-0.64607, 0.93906, 6.68827], [-2.92553, -1.00348, 6.12855], [-1.17990, -1.32724, 6.27021], [-4.09640, -2.60717, 6.44959], [-4.80628, -2.92030, 5.50821], [-5.36904, -4.28720, 5.26115], [-5.80422, -4.19468, 3.82050], [-6.13192, -2.73239, 3.66808], [-5.23653, -2.05209, 4.54629], [-6.21646, -4.45155, 5.93248], [-4.60799, -5.05824, 5.40160], [-6.64237, -4.85169, 3.57352], [-4.96431, -4.45687, 3.16567], [-7.15918, -2.50289, 3.97013], [-5.97790, -2.38450, 2.64247], [1.17253, 2.67515, 5.55925], [0.98989, 3.23919, 4.49309], [1.92939, 3.21609, 3.32562], [1.41288, 4.35341, 2.48116], [-0.05415, 4.37767, 2.82200], [-0.13214, 3.95208, 4.18162], [1.83860, 2.25456, 2.81275], [2.95961, 3.38931, 3.64507], [1.60447, 4.22691, 1.41231], [1.88355, 5.29117, 2.80067], [-0.63577, 3.68462, 2.20511], [-0.47908, 5.38096, 2.72471], [3.17988, 6.98542, 2.32390], [3.85515, 7.18622, 3.31983], [4.18806, 8.53295, 3.88699], [5.32266, 8.20932, 4.82580], [5.01733, 6.79259, 5.23636], [4.38243, 6.20068, 4.10396], [3.31633, 8.92137, 4.42086], [4.50186, 9.22479, 3.10194], [5.39906, 8.89607, 5.67297], [6.27252, 8.24039, 4.27825], [4.32926, 6.74539, 6.08695], [5.92526, 6.23474, 5.48351], [3.95240, 0.44803, -2.48924], [4.00953, -0.71580, -2.85039], [5.26987, -1.48592, -3.10458], [4.76266, -2.67662, -3.87812], [3.36015, -2.83816, -3.35298], [2.92059, -1.51733, -3.03996], [5.70858, -1.77962, -2.14694], [5.97923, -0.89845, -3.69204], [5.37531, -3.57330, -3.75251], [4.73282, -2.43420, -4.94740], [3.32484, -3.44338, -2.44105], [2.69381, -3.28151, -4.09867], [-2.49904, -2.64570, -7.03415], [-3.42621, -2.76676, -6.25065], [-4.81149, -3.21485, -6.60618], [-5.59878, -2.80721, -5.38658], [-4.57150, -2.88951, -4.28801], [-3.33104, -2.55014, -4.90596], [-4.81133, -4.29932, -6.74669], [-5.17167, -2.70765, -7.50419], [-6.47638, -3.43273, -5.20305], [-5.93948, -1.77073, -5.49903], [-4.48927, -3.89851, -3.87051], [-4.78402, -2.18663, -3.47720], [6.92481, -3.93406, -7.66151], [5.99142, -3.22599, -8.00152], [5.23575, -3.34389, -9.29041], [4.50277, -2.02757, -9.34910], [4.31799, -1.68761, -7.89336], [5.45864, -2.23229, -7.23153], [4.54693, -4.19066, -9.22470], [5.91605, -3.46234, -10.13692], [3.56139, -2.07524, -9.90290], [5.13945, -1.27383, -9.82819], [3.41732, -2.14512, -7.47069], [4.27727, -0.60693, -7.72873]], "forces_ev_per_a": [[-0.52, 0.19, -0.48], [-0.06, -0.63, -0.42], [0.21, -0.78, -2.18], [-0.01, 0.77, 1.32], [1.13, 0.61, -1.47], [2.01, -0.94, 1.20], [0.35, 2.42, 2.15], [-0.34, -0.28, -4.91], [-5.11, 1.15, -4.13], [7.69, -1.50, 4.58], [-1.65, 2.39, 2.11], [2.56, 0.32, -0.51], [-0.43, 1.47, 1.67], [-1.45, 0.31, -1.75], [0.38, -0.25, 2.61], [-2.10, -0.85, -0.67], [-0.69, -1.15, 1.87], [0.12, 2.16, -0.10], [-0.84, -1.74, -1.58], [0.32, -1.70, 2.03], [-2.35, -0.28, -1.42], [1.33, -1.03, -2.07], [-0.47, -0.77, 2.08], [0.27, -0.97, 1.17], [-0.22, 0.44, -1.20], [0.31, 0.25, 0.40], [0.42, 0.20, 0.80], [-0.28, -0.51, 0.88], [0.04, 0.97, -1.07], [0.04, 0.06, -0.14], [-0.32, -0.07, -0.25], [0.04, -0.12, -0.13], [-0.18, 0.06, -0.02], [0.40, 0.15, -0.10], [-0.13, 0.01, -0.30], [-1.24, -0.23, -1.54], [0.84, 0.59, 1.53], [0.11, -0.44, -0.31], [-0.14, -0.72, -0.55], [-0.51, 0.15, -0.75], [0.63, -0.18, 0.86], [0.17, 0.00, 0.09], [-0.17, 0.19, 0.35], [0.09, 0.16, -0.02], [-0.17, 0.07, 0.06], [0.08, 0.01, 0.01], [0.05, 0.16, 0.27], [-0.81, 1.00, -1.18], [0.19, -1.04, 1.31], [0.30, 0.28, -0.24], [0.44, 0.49, -0.50], [-0.45, 0.27, -0.79], [0.56, -0.44, 0.83], [0.04, -0.04, 0.16], [-0.17, -0.33, 0.07], [-0.09, 0.08, 0.15], [-0.15, -0.31, -0.21], [0.00, 0.00, 0.14], [-0.07, -0.21, 0.22], [1.29, -0.07, 1.60], [-1.33, -0.31, -1.57], [0.41, 0.35, 0.02], [0.61, 0.63, 0.32], [0.36, -0.22, 0.72], [-0.43, 0.19, -0.80], [-0.01, 0.00, -0.18], [-0.43, -0.10, 0.04], [0.02, -0.17, -0.07], [-0.13, -0.01, 0.13], [0.04, -0.03, -0.08], [-0.29, -0.11, -0.12], [-0.48, -1.86, -0.64], [-0.02, 1.99, 0.90], [0.28, -0.19, -0.41], [0.48, -0.53, -0.56], [-0.26, -0.72, -0.10], [0.23, 0.80, 0.12], [0.02, 0.18, -0.04], [-0.05, 0.08, 0.41], [-0.15, 0.08, -0.06], [0.05, -0.12, 0.24], [-0.04, 0.05, -0.04], [-0.08, 0.20, 0.24], [-1.22, 0.02, 1.67], [1.84, -0.03, -1.45], [-0.50, 0.21, -0.06], [-0.93, 0.09, 0.01], [-0.48, -0.03, 0.75], [0.46, 0.10, -0.77], [0.08, 0.10, -0.14], [0.30, -0.32, -0.03], [0.14, 0.12, 0.07], [0.03, -0.17, 0.07], [0.01, 0.07, -0.01], [0.19, -0.17, -0.08], [-1.49, 1.51, -0.11], [1.63, -1.57, 0.68], [-0.04, 0.25, -0.48], [-0.38, 0.36, -0.79], [-0.60, 0.56, 0.11], [0.65, -0.49, -0.10], [0.18, -0.04, -0.02], [-0.07, -0.34, 0.27], [0.10, 0.08, 0.14], [-0.14, -0.09, 0.08], [0.05, 0.03, -0.01], [0.09, -0.23, 0.20]], "mulliken_charge": [-0.63, 0.03, -0.28, -0.38, 0.02, -0.39, 0.27, -0.28, 0.69, -0.55, -0.40, 0.11, 0.12, 0.28, 0.05, 0.29, 0.35, 0.25, -0.19, 0.35, 0.06, 0.08, 0.22, -0.60, 0.45, -0.29, -0.57, -0.20, -0.32, 0.35, 0.14, 0.36, 0.21, 0.11, 0.38, -0.66, 0.52, -0.45, -0.47, -0.30, -0.34, 0.26, 0.31, 0.36, 0.22, 0.28, 0.21, -0.65, 0.58, -0.12, 0.02, 0.00, -0.36, -0.03, 0.29, 0.47, -0.27, -0.27, 0.37, -0.61, 0.50, -0.37, -0.51, -0.42, -0.30, 0.26, 0.28, 0.32, 0.27, 0.28, 0.31, -0.61, 0.49, -0.52, -0.05, -0.56, -0.28, 0.27, 0.30, 0.47, -0.20, 0.28, 0.38, -0.62, 0.39, -0.33, -0.61, -0.31, -0.25, 0.24, 0.28, 0.35, 0.28, 0.27, 0.32, -0.60, 0.44, -0.32, -0.54, -0.38, -0.30, 0.26, 0.29, 0.32, 0.26, 0.25, 0.34], "smiles": "CCOCCOCOC(=O)O.O=C1CCCO1.O=C1CCCO1.O=C1CCCO1.O=C1CCCO1.O=C1CCCO1.O=C1CCCO1.O=C1CCCO1", "homo_lumo_gap_ev": 9.8, "spin_multiplicity": 1, "charge": 0, "lumo_ev": 0.49, "homo_ev": -9.3}

No. 3
{"formula": "C8H12BF4KO6", "method": "ωB97M-V with the def2-TZVPD basis set", "species": ["K", "B", "F", "F", "F", "F", "C", "C", "C", "O", "C", "O", "O", "H", "H", "H", "H", "H", "H", "C", "C", "C", "O", "C", "O", "O", "H", "H", "H", "H", "H", "H"], "coordinates": [[0.21564, 0.21378, -4.62352], [2.65875, 1.21369, -8.13611], [2.65674, 1.78989, -6.88894], [2.53633, 2.25286, -9.06540], [3.78018, 0.56703, -8.43276], [1.58217, 0.35042, -8.28498], [3.53003, -3.78766, 2.37193], [2.53548, -2.75083, 1.89030], [2.85032, -1.34231, 2.46096], [2.66203, -0.55644, 1.26440], [2.64570, -1.29060, 0.15300], [2.56928, -0.79482, -0.98287], [2.66230, -2.53257, 0.50951], [3.59966, -3.84548, 3.45817], [4.53604, -3.41469, 2.17979], [3.43938, -4.81668, 2.02408], [1.55036, -3.09596, 2.20417], [3.86747, -1.40215, 2.84817], [2.25219, -1.09356, 3.33758], [-5.50199, 1.52150, 2.14896], [-4.32927, 2.33123, 1.65769], [-3.03815, 2.24384, 2.37106], [-2.19905, 1.93789, 1.33902], [-2.83616, 1.57716, 0.17802], [-2.30643, 1.10091, -0.82739], [-4.11907, 1.82300, 0.31289], [-5.24498, 0.50046, 1.86699], [-6.51954, 1.73920, 1.82447], [-5.59109, 1.63468, 3.22941], [-4.63009, 3.37101, 1.52937], [-3.05566, 1.44467, 3.11208], [-2.75845, 3.11046, 2.97008]], "forces_ev_per_a": [[0.46, 0.20, -0.36], [-0.86, 1.41, -1.65], [-0.21, 0.16, 2.10], [-0.48, 0.76, -0.50], [2.53, -1.64, 0.10], [-1.39, -0.88, 0.52], [1.14, 0.22, 0.41], [0.47, -0.21, 1.91], [-0.05, -1.69, -0.74], [0.34, 1.98, 1.77], [-0.62, 2.86, -2.33], [0.30, -1.87, 3.14], [-0.25, -3.00, -1.54], [-0.77, 0.08, 0.25], [0.16, -0.18, -0.66], [-0.28, 0.28, -0.34], [-0.40, 0.23, -0.72], [0.39, 0.77, -0.59], [-0.52, 0.56, -0.66], [0.11, -0.39, 1.21], [-3.58, 1.35, -1.12], [-0.85, -0.84, 1.53], [2.93, -0.72, -2.12], [1.68, -0.89, -1.79], [-0.99, 1.31, 2.78], [0.14, 0.28, 0.28], [-0.35, -0.24, 0.43], [0.41, 0.38, -0.75], [0.26, -0.33, 0.23], [0.07, 0.14, -0.06], [0.07, -0.48, -0.04], [0.14, 0.40, -0.69]], "mulliken_charge": [0.98, 0.57, -0.40, -0.41, -0.34, -0.41, -1.50, 0.51, -0.38, -0.33, 0.72, -0.62, -0.34, 0.40, 0.38, 0.32, 0.24, 0.28, 0.32, -1.31, 0.37, -0.35, -0.30, 0.65, -0.59, -0.33, 0.33, 0.34, 0.35, 0.27, 0.27, 0.31], "homo_lumo_gap_ev": 8.8, "spin_multiplicity": 1, "charge": 0, "lumo_ev": -0.91, "homo_ev": -9.7}

Number 1: E_tot -420.07573 Ha. Number 2: E_tot -2757.39466 Ha. Number 3: E_tot -1787.95420 Ha.